The following is a DFT calculation (ωB97M-V/def2-TZVPD) of C21H24N2O3 in the gas phase in a non-equilibrium geometry.

Last column: Mulliken charge in e.
CARTESIAN COORDINATES (ANGSTROEM)
C1 3.065 1.222 -2.732  0.73
H1 2.015 0.852 -4.616  0.43
C2 4.004 2.084 -2.071  0.84
O1 -1.260 -0.969 2.955  -0.72
H2 -4.085 -0.163 3.965  0.36
C3 -4.196 -0.773 3.066  -1.05
H3 5.098 2.502 -0.186  0.29
C4 2.670 1.487 -4.067  -0.92
H4 -0.867 1.511 -0.518  0.44
H5 -3.169 -4.708 0.400  0.35
O2 -4.689 -3.638 1.584  -0.70
H6 4.236 0.465 0.896  0.41
C5 -1.545 1.381 0.304  -0.74
H7 -5.233 -0.651 2.736  0.34
C6 -3.820 0.274 0.818  -0.84
C7 2.288 -1.256 0.088  -1.55
H8 0.457 -1.900 0.909  0.15
C8 0.463 0.227 1.109  -1.29
H9 2.854 -1.376 1.012  0.43
C9 -3.292 -0.235 1.978  1.04
C10 4.369 1.852 -0.732  -1.00
N1 -2.494 -3.444 1.673  -0.10
H10 5.295 3.799 -2.314  0.35
C11 -1.795 -0.261 2.117  0.44
H11 -3.121 -2.376 4.031  0.32
C12 -2.900 0.859 -0.233  -0.74
C13 3.231 2.581 -4.726  -0.37
C14 -3.749 -3.149 2.163  0.40
C15 3.875 0.716 -0.072  -0.55
H12 2.917 2.804 -5.739  0.37
H13 0.894 1.117 0.662  0.59
H14 -2.680 0.072 -0.945  0.28
C16 0.812 -1.046 0.334  0.22
H15 1.834 -0.516 -2.530  0.40
H16 -1.651 2.356 0.841  0.30
N2 -0.990 0.442 1.234  0.32
H17 4.523 4.314 -4.618  0.36
H18 2.395 -2.231 -0.439  0.39
C17 2.564 0.123 -2.029  -0.36
C18 4.577 3.132 -2.802  -0.53
H19 0.929 0.220 2.137  0.23
H20 0.258 -1.034 -0.586  0.30
C19 4.150 3.421 -4.115  -0.63
H21 -4.906 0.335 0.663  0.35
C20 2.947 -0.124 -0.694  0.55
H22 -4.858 -2.637 3.900  0.44
C21 -3.984 -2.264 3.382  -0.57
H23 -3.418 1.722 -0.711  0.39
H24 -1.746 -2.801 1.983  0.25
O3 -2.274 -4.319 0.534  -0.39

Total charge: 0
Frontier orbital gap: 8.35 eV

=====

The following is a DFT calculation (ωB97M-V/def2-TZVPD) of 2 unconnected molecules or ions with the total composition C5H3ClN2O2 in a non-equilibrium geometry.

Last column: Mulliken charge in e.
CARTESIAN COORDINATES (ANGSTROEM)
C1 -0.407 0.086 -1.907  0.63
N1 -0.107 -0.314 -0.386  -0.09
H1 1.847 -1.147 -0.623  0.43
C2 -0.876 -0.021 0.719  -0.20
C3 -0.318 -0.758 1.692  -0.30
N2 0.843 -1.275 1.304  -0.66
O1 0.431 -0.409 -2.606  -0.40
C4 1.059 1.723 0.523  0.23
H2 -0.851 -0.635 2.624  0.38
C5 1.017 -0.981 -0.007  -0.06
O2 1.383 2.622 -0.082  -0.23
Cl1 -2.164 0.740 -1.922  -0.14
H3 -1.857 0.370 0.671  0.40

Total charge: 0
Frontier orbital gap: 8.49 eV

=====

The following is a DFT calculation (ωB97M-V/def2-TZVPD) of C2H3N2PS2 in the gas phase in a non-equilibrium geometry.

Last column: Mulliken charge in e.
CARTESIAN COORDINATES (ANGSTROEM)
P1 0.787 0.900 1.684  -0.03
C1 -0.762 0.424 -0.505  0.47
H1 -0.204 -1.257 -1.514  0.21
C2 0.652 -1.495 0.131  -0.06
H2 -1.337 1.735 0.699  0.25
N1 -0.486 1.229 0.603  -0.21
S1 -1.963 0.925 -1.523  -0.38
S2 1.584 -2.787 0.254  -0.20
H3 1.829 1.101 0.855  0.04
N2 -0.101 -0.775 -0.685  -0.09

Total charge: 0
Frontier orbital gap (spin up / spin down): 6.94 / 7.25 eV

=====

The following is a DFT calculation (ωB97M-V/def2-TZVPD) of a molecular structure, C41H28BBaF11IN6O2P.

Last column: Mulliken charge in e.
CARTESIAN COORDINATES (ANGSTROEM)
C1 -1.181 0.416 2.646  0.40
C2 -3.024 5.438 2.446  -0.45
C3 2.231 -4.817 -1.042  -0.90
O1 2.363 -0.039 0.070  -0.59
H1 0.683 -3.357 -1.052  0.27
C4 -3.063 4.397 3.364  -0.70
H2 -0.805 4.121 0.254  0.40
H3 -5.813 -0.736 -1.035  0.41
C5 3.578 2.480 3.898  -0.32
C6 -1.038 -1.524 4.084  -0.72
C7 1.233 2.921 3.690  -0.34
H4 2.464 3.795 5.231  0.39
H5 -3.704 4.467 4.236  0.38
C8 -2.284 3.264 3.168  0.09
H6 0.316 3.383 4.047  0.33
C9 -4.747 -0.573 -0.936  -1.03
N1 -0.440 -1.787 0.734  0.99
H7 1.617 -5.520 -0.485  0.41
F1 1.592 2.220 -5.274  -0.25
C10 -0.942 4.152 -3.346  0.51
C11 5.812 -2.424 -3.638  -0.50
H8 -0.437 -2.193 4.689  0.29
C12 -1.214 2.276 -5.037  0.37
C13 -0.273 2.864 -3.931  0.88
F2 -1.359 5.035 -4.281  -0.29
C14 2.363 1.514 2.009  0.41
C15 -3.976 -1.452 -0.190  -0.53
N2 1.590 -2.214 1.697  0.35
C16 -2.608 -1.224 -0.108  0.22
C17 -1.454 3.154 2.053  0.03
H9 6.404 -1.720 -4.209  0.35
C18 -2.399 -1.756 3.933  -0.35
N3 -1.989 -4.869 2.806  -0.48
C19 -1.433 4.204 1.133  -0.78
F3 -1.370 -2.762 -4.963  -0.23
C20 3.572 1.685 2.792  -1.32
B1 -1.366 -2.275 -3.674  0.05
F4 1.984 3.613 -3.679  -0.24
C21 -3.153 -0.899 3.142  -0.95
H10 1.977 -1.502 1.070  0.26
C22 -2.205 5.340 1.329  -0.51
F5 -0.781 1.085 -5.438  -0.24
C23 -1.457 -3.805 2.125  -0.08
C24 1.085 3.263 -4.600  0.24
H11 -2.327 2.451 3.884  0.43
O2 -0.060 1.969 -2.975  -0.53
F6 -2.020 3.838 -2.614  -0.20
F7 -0.100 4.812 -2.540  -0.27
H12 -4.401 -2.307 0.314  0.58
C25 -2.765 0.646 -1.412  -1.17
C26 6.334 -3.697 -3.322  -0.49
H13 -2.867 -2.605 4.419  0.39
I1 3.800 -0.200 -3.702  0.02
H14 -2.987 -4.847 2.921  0.28
H15 -2.172 6.138 0.597  0.41
F8 -1.330 3.051 -6.140  -0.28
F9 -2.458 2.108 -4.556  -0.23
C27 1.713 -3.542 -1.368  -0.33
C28 -0.436 -0.443 3.456  -0.56
F10 -2.463 -2.837 -3.041  -0.33
C29 1.141 2.109 2.567  0.15
H16 -4.692 1.205 -2.165  0.52
C30 3.496 -5.166 -1.425  -0.95
H17 -3.143 0.818 1.862  0.55
C31 5.583 -4.583 -2.604  -0.78
Ba1 0.466 -0.455 -2.174  0.81
C32 -1.722 -2.102 0.707  0.34
H18 3.913 -6.139 -1.187  0.27
C33 4.277 -4.246 -2.164  1.02
H19 2.194 -2.862 2.167  0.25
C34 2.422 3.153 4.362  -0.99
F11 0.998 4.291 -5.475  -0.30
H20 -3.636 6.321 2.596  0.36
H21 5.976 -5.565 -2.358  0.31
H22 -2.230 1.459 -1.896  0.36
P1 -0.361 1.732 1.673  1.16
N4 -2.303 -3.100 1.370  -0.58
H23 4.509 2.583 4.448  0.32
C35 -4.135 0.501 -1.561  -0.45
H24 4.481 1.194 2.464  0.42
C36 2.382 0.968 0.758  0.42
C37 2.412 -2.564 -2.052  0.15
H25 7.330 -3.964 -3.657  0.34
N5 -2.018 -0.196 -0.711  1.54
C38 3.722 -2.966 -2.465  -0.46
C39 4.557 -2.089 -3.216  0.09
H26 -1.439 -5.198 3.580  0.26
H27 0.626 -0.257 3.574  0.47
N6 -0.159 -3.590 2.271  -0.76
H28 -4.213 -1.078 3.000  0.29
C40 0.307 -2.550 1.561  -0.65
C41 -2.548 0.171 2.500  -0.43

Total charge: -2
Frontier orbital gap: 4.78 eV

=====

The following is a DFT calculation (ωB97M-V/def2-TZVPD) of C5H8N2 in the gas phase.

Last column: Mulliken charge in e.
CARTESIAN COORDINATES (ANGSTROEM)
H1 -3.220 0.233 -0.133  0.34
H2 1.555 1.968 -0.318  0.39
N1 0.989 -0.039 0.015  0.76
H3 -2.338 0.005 1.395  0.30
H4 2.833 0.165 0.940  0.32
H5 2.261 -1.566 0.652  0.30
H6 -2.549 -1.374 0.297  0.35
C1 -1.104 0.057 -0.389  0.57
H7 2.859 -0.526 -0.735  0.32
C2 -0.636 1.472 -0.531  -0.96
C3 -2.389 -0.292 0.342  -1.20
H8 -1.226 -0.199 -1.463  0.21
N2 0.001 -0.815 0.039  -0.75
C4 2.345 -0.540 0.251  -0.81
C5 0.708 1.291 -0.329  -0.11

Total charge: 0
Frontier orbital gap (spin up / spin down): 8.06 / 8.06 eV

=====

The following is a DFT calculation (ωB97M-V/def2-TZVPD) of 4 unconnected molecules or ions with the total composition C13H33NO3S2 in a non-equilibrium geometry.

Last column: Mulliken charge in e.
CARTESIAN COORDINATES (ANGSTROEM)
H1 -0.262 -1.350 4.812  0.46
C1 1.193 0.025 -0.792  0.22
C2 0.717 0.366 -3.888  -0.04
H2 0.632 0.826 2.033  0.36
H3 3.791 -1.883 -1.272  0.62
H4 -2.461 -0.253 4.421  0.19
C3 -3.225 0.503 4.292  -1.03
H5 0.081 -2.947 4.399  0.33
H6 -2.557 0.185 1.340  0.10
H7 -4.014 0.562 4.942  0.49
H8 1.052 1.117 -1.128  0.29
H9 0.015 -2.486 -0.075  0.21
H10 0.231 2.481 -6.597  0.32
H11 1.408 2.542 -5.414  0.47
C4 -3.846 3.012 3.827  -1.71
C5 0.800 1.843 -5.879  -1.53
O1 1.243 -2.257 1.866  -0.70
H12 1.460 -0.247 -4.339  0.45
H13 -3.901 3.123 4.731  0.58
H14 1.602 1.240 -6.075  0.50
H15 -0.527 0.441 -2.472  0.35
H16 -3.841 3.970 3.337  0.39
H17 -0.545 0.102 -5.201  0.31
C6 -0.306 -1.992 -1.013  -1.28
O2 -1.850 0.502 0.973  -0.88
H18 1.312 -1.809 4.814  0.38
H19 2.442 -1.377 -3.116  0.17
H20 -0.695 1.816 -4.431  0.34
H21 1.704 -2.950 -2.472  0.31
H22 -1.043 -1.304 -0.739  0.61
C7 0.845 0.263 2.889  -1.14
S1 0.213 -1.324 2.640  0.67
H23 2.032 0.313 2.959  0.32
H24 0.516 0.840 3.699  0.60
C8 2.701 -0.182 -0.608  -1.01
H25 0.624 -0.154 0.046  -0.50
H26 -4.600 2.672 3.375  0.55
C9 0.361 -1.871 4.298  -1.27
H27 1.189 1.221 -3.220  0.16
C10 2.855 -1.793 -0.909  -0.67
C11 -0.018 -0.398 -2.950  -1.36
H28 2.427 -2.381 -0.061  0.18
H29 -0.574 -2.651 -1.786  0.49
N1 0.697 -1.060 -1.814  0.55
S2 -2.308 1.943 3.689  0.80
O3 -1.433 2.474 4.790  -0.71
H30 3.112 0.193 -1.390  0.66
H31 -3.511 0.092 3.430  0.41
H32 -0.626 -1.170 -3.344  0.59
C12 1.874 -1.947 -2.144  -0.50
H33 3.097 0.083 0.370  0.32
C13 -0.083 1.033 -4.843  -0.41

Total charge: 0
Frontier orbital gap: 6.51 eV

=====

The following is a DFT calculation (ωB97M-V/def2-TZVPD) of 2 unconnected molecules or ions with the total composition C3H8N5 in a non-equilibrium geometry.

Last column: Mulliken charge in e.
CARTESIAN COORDINATES (ANGSTROEM)
H1 -0.076 -0.146 -1.878  0.37
N1 -1.585 -1.242 1.540  0.21
N2 -2.188 -0.142 1.384  -0.63
H2 -2.061 1.557 0.397  0.22
H3 -1.864 -1.873 2.273  0.32
N3 -1.535 0.745 0.761  -0.17
H4 -0.022 0.765 0.474  0.33
H5 1.414 0.334 -2.821  0.26
N4 0.988 1.116 0.300  -0.46
C1 0.846 0.461 -1.895  -0.33
H6 2.212 1.555 -1.170  0.28
C2 -0.370 -1.608 1.003  -0.08
C3 0.487 -2.115 0.336  -0.22
H7 1.129 -2.393 -0.536  0.36
N5 1.377 1.042 -0.919  0.24
H8 1.248 1.946 0.750  0.28

Total charge: +1
Frontier orbital gap: 9.45 eV

=====

The following is a DFT calculation (ωB97M-V/def2-TZVPD) of 3 unconnected molecules or ions with the total composition C18H29N4O3 in a non-equilibrium geometry.

Last column: Mulliken charge in e.
CARTESIAN COORDINATES (ANGSTROEM)
H1 2.168 3.186 0.111  0.23
H2 -0.453 -0.535 -1.130  0.26
N1 -4.433 -1.432 2.058  -0.59
H3 0.299 -2.599 1.953  0.49
C1 4.896 -0.639 -1.875  0.12
C2 -1.563 3.281 1.396  -0.48
H4 2.738 -0.635 -4.290  0.37
H5 -5.307 -2.909 0.934  0.39
C3 1.254 2.719 0.502  -0.56
O1 -2.985 3.329 1.346  -0.51
C4 4.760 -1.342 -4.487  -0.59
C5 3.688 -0.802 -3.795  -0.19
C6 -5.819 0.397 0.470  -0.43
H6 -3.686 0.187 3.073  0.46
H7 -1.111 4.275 1.520  0.33
C7 0.922 -2.099 -0.666  -0.93
H8 0.820 0.913 2.340  0.32
H9 -6.349 1.107 -0.151  0.42
H10 6.939 -1.293 -1.911  0.36
O2 1.401 1.300 0.401  -0.27
H11 -1.678 -1.845 1.029  0.43
H12 1.219 -2.189 -1.718  0.40
H13 -1.184 -2.189 -1.102  0.44
C8 -0.478 -1.503 -0.623  -0.37
H14 4.911 -0.347 -0.831  0.31
H15 4.660 -1.608 -5.530  0.36
H16 -1.222 2.634 2.217  0.27
C9 -4.338 -0.116 2.257  -0.21
C10 1.537 -0.912 1.400  0.24
C11 -4.994 0.832 1.496  -0.07
H17 -3.314 3.519 2.254  0.35
H18 6.815 -1.944 -4.317  0.38
H19 2.287 -0.573 -0.516  0.27
H20 -1.229 -0.291 0.931  -0.01
H21 2.258 -1.368 2.096  0.37
N2 1.904 -1.321 0.050  -0.13
C12 1.609 0.616 1.626  -0.67
H22 2.556 0.885 2.117  0.43
H23 1.135 3.035 1.547  0.43
H24 -1.779 3.142 -0.706  0.42
O3 0.208 3.175 -0.323  -0.41
C13 6.026 -1.167 -2.476  -0.76
H25 0.931 -3.127 -0.270  0.33
N3 -0.879 -1.243 0.808  0.16
C14 -5.947 -0.966 0.257  -0.30
H26 -4.861 1.879 1.704  0.28
C15 -5.235 -1.836 1.071  -0.33
H27 -1.182 1.643 -0.018  -0.31
H28 -0.130 -1.103 2.769  0.45
H29 -6.581 -1.351 -0.530  0.40
C16 -1.088 2.731 0.040  0.17
C17 0.193 -1.522 1.813  -1.20
N4 3.738 -0.452 -2.509  -0.27
C18 5.954 -1.527 -3.811  -0.08

Total charge: +1
Frontier orbital gap: 9.30 eV